Molecular formula: C42H55N8O3SScSi2
Method: DFT, wB97M-V/def2-TZVPD

Properties
Frontier orbital gap: 0.1584 Ha
E_LUMO: -1.53 eV
Molecular weight: 853.1 g mol⁻¹

Each line ends with the Löwdin charge.
Geometry (Å):
C  3.400  -2.747  -0.099  -0.07
C  2.950  -3.333  2.526  -0.05
H  4.388  -4.906  2.310  0.10
C  5.187  0.402  -1.994  -0.09
N  1.217  -1.599  2.644  -0.19
C  0.531  2.227  4.818  -0.20
N  -0.319  1.219  -1.685  -0.16
Sc  0.172  0.181  0.270  1.17
C  -3.035  -4.467  -1.650  -0.08
C  -3.500  2.723  -0.481  -0.10
H  2.266  -1.499  4.496  0.10
H  -3.492  3.854  -3.641  0.09
C  3.245  2.652  1.221  -0.11
C  3.004  1.577  -0.784  -0.24
C  -2.029  2.599  -2.742  -0.11
N  0.311  -1.982  -1.542  0.13
H  6.092  -0.042  -2.381  0.10
C  -0.793  0.333  -4.474  -0.16
H  -1.445  3.339  3.418  0.01
O  0.385  1.291  2.271  -0.63
C  -4.689  0.355  1.565  -0.15
H  3.576  3.312  -1.900  0.10
C  -3.591  -3.629  0.652  0.04
H  -4.874  3.087  2.574  0.02
C  -2.825  -3.600  -0.525  -0.04
H  -3.622  3.159  3.776  0.02
C  1.638  3.542  -0.280  -0.08
H  -0.841  0.830  -5.440  0.03
H  2.365  -0.056  3.454  0.09
O  -4.134  -6.149  -2.686  0.07
H  1.357  1.636  5.198  0.04
H  -4.780  0.302  0.484  0.03
C  2.308  -2.249  1.945  -0.20
C  4.800  1.661  -2.410  -0.11
O  -5.043  -5.303  -0.923  0.07
H  0.703  -3.274  3.878  0.09
H  -4.693  -0.663  1.936  -0.01
H  -0.491  -0.695  -4.656  0.00
H  -1.496  2.553  -3.668  0.05
H  2.746  -3.591  3.557  0.11
C  3.763  2.265  -1.718  -0.07
C  -3.797  3.033  2.710  -0.19
H  -4.399  -4.332  0.765  0.11
H  -1.798  0.310  -4.063  0.02
C  1.709  -0.857  3.796  -0.09
H  -4.848  3.991  -1.540  0.09
H  2.859  3.399  1.909  0.04
H  3.536  1.760  1.771  0.09
H  2.603  1.070  -4.498  0.04
N  -1.485  -1.788  0.409  0.10
H  0.526  3.197  5.302  0.06
H  -2.387  1.342  4.465  0.02
H  -0.268  4.660  3.226  0.07
C  -0.783  -2.754  -1.637  -0.13
C  -1.736  -2.686  -0.566  -0.12
C  -0.597  3.695  2.854  -0.21
C  -2.261  -1.824  1.483  -0.16
H  1.894  3.276  -3.635  0.01
C  2.671  -1.802  0.653  -0.22
H  1.969  -3.138  -4.223  0.12
C  0.275  -2.614  3.112  -0.09
C  -0.985  -3.685  -2.687  -0.12
S  0.794  2.520  3.007  0.92
N  -1.949  1.320  0.735  -0.13
N  2.321  -0.517  0.238  -0.02
H  -0.590  -2.128  3.557  0.08
H  1.897  -0.511  -4.382  0.01
Si  0.441  1.217  -3.278  0.51
C  1.255  -2.162  -2.443  -0.13
C  3.857  -4.103  1.824  -0.09
H  -2.041  -1.094  2.236  0.05
H  3.491  -2.628  -1.165  0.09
C  0.017  -3.796  -3.674  0.02
N  2.232  2.303  0.212  -0.21
H  -0.127  -4.485  -4.493  0.13
H  -0.869  3.762  1.805  0.05
H  -0.049  -3.225  2.271  0.09
H  2.392  4.279  -0.588  0.09
C  2.082  0.398  -3.825  -0.16
H  -2.301  -5.163  -3.518  0.13
H  4.593  -4.506  -0.145  0.10
H  0.247  3.781  -3.303  0.02
N  -4.136  -5.355  -1.750  -0.33
C  -3.287  -2.743  1.659  -0.03
H  -0.407  1.710  4.975  0.03
H  -3.375  3.894  2.203  0.02
H  1.054  3.997  0.520  0.07
H  5.332  2.190  -3.186  0.10
C  0.849  3.038  -3.816  -0.17
C  -2.315  1.966  -0.422  -0.34
H  0.680  3.162  -4.883  0.03
H  4.820  -1.244  -0.735  0.09
Si  -3.104  1.340  2.040  0.47
C  4.433  -0.300  -1.075  -0.04
C  -1.514  1.908  -1.625  -0.34
C  -2.354  0.613  3.660  -0.18
C  -3.936  3.414  -1.582  -0.12
H  2.151  -1.582  -2.315  0.08
H  -1.324  0.300  3.522  -0.01
C  -2.132  -4.487  -2.695  0.09
C  3.218  0.186  -0.545  -0.25
H  0.858  -0.440  4.333  0.07
H  -4.117  2.760  0.392  0.05
H  -3.847  -2.754  2.580  0.12
H  -5.584  0.836  1.944  0.02
H  0.986  3.318  -1.119  0.06
H  4.137  3.070  0.737  0.10
C  3.996  -3.852  0.471  -0.09
H  -2.926  -0.239  4.012  0.03
C  1.153  -3.050  -3.525  -0.02
H  2.768  0.172  -3.026  -0.02
C  -3.183  3.342  -2.743  -0.11

***

Molecular formula: C42H57AlN5Sb
Method: DFT, wB97M-V/def2-TZVPD

Properties
Frontier orbital gap: 0.2012 Ha
E_LUMO: 0.47 eV
Molecular weight: 780.7 g mol⁻¹

Each line ends with the Löwdin charge.
Geometry (Å):
Sb  -1.282  2.779  1.452  1.58
C  -2.233  2.069  -1.318  -0.14
H  -3.173  0.819  3.172  0.05
H  0.790  2.266  -2.783  0.06
H  5.456  -4.421  -0.770  0.12
C  1.286  -0.240  3.743  -0.03
C  2.078  0.265  -4.037  -0.18
H  1.613  0.238  4.650  0.10
C  0.546  -5.473  -0.414  -0.01
H  2.491  2.747  -2.728  0.08
C  -0.579  -2.946  0.478  -0.20
C  3.605  0.476  -2.046  -0.11
C  -4.638  -2.476  1.975  -0.04
H  -1.213  4.826  -0.984  0.05
C  1.062  -6.651  -0.914  -0.04
H  -2.336  -1.452  2.985  0.11
H  -3.401  4.408  -0.718  0.06
H  -2.992  1.740  -2.041  0.09
H  -1.589  0.899  3.950  0.05
H  4.275  1.159  -2.579  0.09
H  3.626  0.764  -0.986  0.06
C  0.528  5.149  1.988  -0.15
H  4.450  -0.598  0.883  0.11
H  -3.039  1.391  4.839  0.09
H  -4.665  -2.538  3.064  0.08
C  2.162  0.568  -2.538  -0.60
H  -3.013  0.338  0.700  0.06
C  1.286  -4.278  -0.349  -0.18
H  4.141  -0.263  -4.339  0.09
H  -0.473  -5.470  -0.059  0.10
H  -5.298  -3.246  1.575  0.08
H  -4.305  3.952  0.731  0.06
Al  1.558  -1.400  -0.280  0.25
H  1.236  4.317  1.917  0.06
C  -0.735  4.907  1.153  -0.72
H  6.594  -2.200  0.271  0.11
C  2.652  -4.409  -0.691  -0.08
H  -5.049  -1.504  1.690  0.08
H  -0.424  -1.564  4.316  0.14
H  1.721  -0.509  -7.850  0.09
H  -2.037  5.918  2.581  0.06
C  -0.369  5.040  -0.325  -0.13
C  -2.917  2.412  0.007  -0.72
H  4.172  -5.637  -1.565  0.11
C  4.977  -3.532  -0.403  -0.03
C  -3.884  3.577  -0.201  -0.11
N  3.639  -3.383  -0.403  0.00
N  3.322  -2.186  0.133  0.05
N  0.182  -1.477  2.297  -0.02
H  -1.504  -3.939  -1.169  0.13
H  -3.795  -3.723  -0.312  0.12
C  -3.736  3.537  3.384  -0.11
C  -3.681  1.178  0.482  -0.14
H  -4.287  1.383  1.367  0.06
H  -4.719  3.246  -0.833  0.09
C  2.941  -7.991  -1.975  -0.05
H  -3.706  4.543  2.970  0.06
C  4.463  -1.587  0.455  -0.11
H  3.912  -0.749  -6.719  0.09
N  1.135  -0.833  1.591  0.06
H  -1.401  6.949  1.303  0.09
C  -2.370  2.848  3.391  -0.72
H  -4.471  2.963  2.815  0.06
C  3.043  -0.427  -6.158  -0.10
H  -2.713  5.822  0.951  0.06
H  1.042  6.046  1.620  0.08
H  -1.494  1.266  -1.214  0.06
H  3.992  -0.542  -2.140  0.07
H  -0.051  6.072  -0.527  0.09
N  0.758  -3.074  0.072  0.04
C  1.260  -0.416  -1.784  -0.16
H  0.333  -0.642  -2.312  -0.01
C  -3.233  -2.644  1.453  -0.27
C  3.141  -5.590  -1.239  0.00
C  0.260  -1.146  3.596  -0.05
H  2.151  -8.709  -2.194  0.07
H  0.452  4.378  -0.606  0.06
C  1.820  -0.295  -6.793  -0.11
C  0.851  0.391  -4.697  -0.05
H  -0.415  3.184  4.324  0.07
H  -1.724  2.932  -1.749  0.06
H  3.641  -8.469  -1.285  0.08
C  1.750  2.044  -2.317  -0.07
C  2.367  -6.725  -1.385  -0.28
C  -0.866  -2.199  1.625  -0.10
C  3.168  -0.146  -4.800  -0.04
C  -2.554  1.402  3.852  -0.15
H  -0.025  0.693  -4.133  0.10
H  0.427  -7.530  -0.952  0.11
H  1.650  2.212  -1.242  0.06
C  0.719  0.118  -6.048  -0.09
C  5.545  -2.399  0.132  -0.02
H  -1.434  4.629  4.239  0.06
H  -1.800  3.362  5.413  0.08
C  -2.970  -3.316  0.262  -0.03
C  -2.159  -2.063  2.107  0.01
H  -4.113  3.614  4.414  0.09
H  -4.364  0.854  -0.314  0.09
C  1.779  -0.060  2.448  -0.11
H  0.302  5.309  3.042  0.06
C  -1.680  -3.450  -0.219  -0.01
H  -0.249  0.226  -6.524  0.10
H  2.564  0.592  2.094  0.12
C  -1.447  3.547  4.389  -0.14
H  3.478  -7.790  -2.904  0.08
C  -1.791  5.944  1.518  -0.11

***

Molecular formula: C42H57BiGeNO3S
Method: DFT, wB97M-V/def2-TZVPD

Properties
Energy relative to the best compared isomer or geometry (same formula, charge and spin): 0.0 kJ/mol
Frontier orbital gap (alpha / beta): 0.2137 / 0.2096 Ha
E_LUMO (alpha / beta): -9.97 / -10.06 eV
Molecular weight: 937.6 g mol⁻¹
Net charge: +3

Each line ends with the Löwdin charge.
Geometry (Å):
H  4.437  4.089  3.714  0.09
C  2.947  2.528  4.113  -0.55
H  3.457  0.546  4.870  0.10
H  -0.253  3.940  -1.327  0.07
H  -1.698  3.941  -2.396  0.07
O  1.728  1.223  -1.188  -0.25
H  5.572  3.975  0.317  0.10
C  -1.778  -3.090  2.360  0.09
H  -4.075  4.266  -5.935  0.13
H  -1.211  -4.075  -5.441  0.13
H  -6.118  2.918  -5.616  0.13
C  -3.402  2.018  -1.264  -0.19
C  -4.446  -2.013  0.325  -0.02
H  1.053  0.774  3.213  0.11
H  -2.073  -4.143  -1.045  0.10
H  1.941  -2.932  4.248  0.09
H  -1.874  3.345  -5.297  0.11
C  -0.300  -0.894  -4.717  -0.43
H  1.981  3.956  5.415  0.10
C  1.100  -3.008  4.940  -0.05
H  -1.498  -2.648  5.739  0.10
C  -0.579  -3.208  -5.299  -0.03
Bi  0.321  -0.408  -1.495  1.98
H  -3.682  0.968  -1.192  0.06
H  1.937  4.433  3.716  0.09
C  2.721  2.019  2.701  -0.09
C  1.859  3.583  4.397  -0.02
H  5.041  0.467  -1.068  0.10
H  -2.208  -4.046  4.914  0.08
C  -2.698  1.470  -4.599  -0.38
C  1.465  0.742  1.112  -0.16
H  -4.049  -1.098  -0.118  0.05
C  -1.135  -2.009  -4.890  -0.09
C  -1.358  -1.527  0.640  -0.25
C  -5.158  2.517  -5.318  -0.02
H  4.440  3.025  1.870  0.10
C  3.728  3.630  -1.656  -0.02
H  6.120  2.286  0.467  0.10
H  0.938  -4.917  2.972  0.10
H  -0.955  -4.284  6.124  0.10
H  1.399  -3.700  5.727  0.10
C  -3.975  -4.350  1.046  -0.04
H  0.135  1.861  -4.322  0.04
H  1.029  -1.311  3.141  0.11
O  -1.594  -0.904  -0.485  -0.27
C  -2.164  -2.581  1.149  -0.07
C  2.801  1.380  5.127  -0.03
C  1.081  -0.982  -4.965  -0.15
N  0.556  -0.168  0.692  -0.05
H  -5.991  0.673  -4.595  0.12
C  -2.957  -3.501  -1.054  -0.04
C  1.618  -2.186  -5.382  -0.04
H  2.793  3.293  -2.107  0.07
H  4.412  3.915  -2.457  0.10
H  5.131  2.485  4.048  0.10
H  3.830  0.971  -2.262  0.06
C  0.791  -3.297  -5.534  -0.01
C  -0.161  -3.541  4.264  -0.55
C  4.322  3.175  4.300  -0.04
C  -2.774  2.759  -5.141  -0.12
O  -0.957  1.304  -1.980  -0.82
C  -1.283  -3.630  5.316  -0.02
C  0.132  -4.951  3.707  -0.02
C  -0.197  -1.061  1.397  -0.16
H  -4.327  -4.142  2.057  0.10
S  -1.682  2.141  -0.848  1.02
H  -3.768  -4.056  -1.526  0.10
H  -2.204  -1.934  -4.735  0.10
H  5.486  1.559  -2.376  0.10
H  3.519  4.516  -1.054  0.10
C  4.363  2.523  -0.801  -0.53
C  4.688  1.301  -1.679  -0.03
H  -3.951  2.589  -0.512  0.10
H  0.858  3.155  4.312  0.09
H  -1.823  4.485  -0.689  0.09
C  5.681  3.024  -0.207  -0.04
H  -3.810  -0.281  -3.970  0.10
Ge  -0.968  0.807  -4.285  1.14
C  3.385  2.109  0.301  -0.07
H  2.675  -2.264  -5.595  0.13
H  1.776  1.012  5.187  0.08
H  6.391  3.184  -1.018  0.10
C  2.201  1.372  0.016  -0.23
C  0.132  -1.626  2.631  0.06
C  -3.373  -3.114  0.378  -0.53
C  -1.332  3.797  -1.380  -0.18
H  -4.838  -4.679  0.468  0.10
H  -3.584  2.409  -2.263  0.06
H  -2.373  -3.883  2.789  0.11
C  -5.086  1.245  -4.755  -0.04
H  -4.823  -1.786  1.323  0.10
C  -0.612  -2.684  3.099  -0.09
H  -5.289  -2.349  -0.281  0.10
H  0.928  -2.036  5.408  0.09
H  0.440  -5.598  4.527  0.10
H  -0.745  -5.398  3.237  0.09
C  3.582  2.420  1.620  0.10
C  1.696  1.142  2.429  0.04
H  -2.748  -2.622  -1.664  0.06
H  4.443  3.452  5.346  0.10
C  -3.859  0.712  -4.401  -0.12
H  1.219  -4.242  -5.844  0.13
C  -4.009  3.275  -5.507  -0.04
H  1.717  -0.108  -4.870  0.10
H  3.076  1.738  6.118  0.10
H  -3.265  -5.179  1.080  0.10

***

Molecular formula: C42H57BrCl2FN3NaO15S2
Method: DFT, wB97M-V/def2-TZVPD

Properties
Frontier orbital gap: 0.0340 Ha
E_LUMO: -0.84 eV
Molecular weight: 1100.9 g mol⁻¹
Net charge: -1

Each line ends with the Löwdin charge.
Geometry (Å):
C  2.568  8.128  1.575  -1.05
C  1.075  1.534  0.280  -0.23
H  1.746  -2.044  1.222  0.12
O  3.490  -3.888  1.596  -0.25
C  4.736  1.040  1.025  -0.03
O  -6.310  -2.228  -3.786  -0.21
C  -4.072  0.912  4.245  -0.13
C  -0.726  -0.493  -0.311  -0.15
H  2.483  7.239  2.205  0.00
H  -4.338  -1.834  -4.317  0.08
C  -3.217  3.578  9.004  -0.08
H  -5.060  -4.139  -3.299  0.11
C  -8.675  -5.324  -1.919  -0.11
C  4.524  1.418  -2.233  -0.22
Cl  3.498  7.720  0.128  0.48
H  -1.841  2.257  0.233  0.14
H  5.564  -4.418  1.692  0.11
H  6.599  2.315  -2.106  0.10
H  4.526  1.145  -3.395  0.15
H  6.787  -7.407  -3.973  0.10
H  -5.804  -1.507  3.105  0.09
S  7.165  9.760  3.625  0.14
H  -1.167  3.033  -1.314  0.14
H  2.536  4.603  0.639  0.10
C  -4.423  -2.155  1.235  -0.07
H  2.613  3.499  2.164  0.11
F  4.455  -2.763  -4.215  0.04
H  5.403  3.305  -1.060  0.08
H  4.894  -6.890  -2.451  0.11
O  0.695  0.782  1.513  -0.10
H  3.728  -0.890  -0.967  0.13
Cl  3.357  9.413  2.497  0.57
C  5.236  -6.146  -3.166  -0.08
C  2.617  1.085  -0.209  -0.25
H  3.135  -1.011  1.941  0.12
N  3.722  1.747  0.539  0.14
Br  2.696  3.562  -2.101  0.91
H  0.084  -1.271  0.096  0.12
C  -1.837  3.403  8.993  -0.08
H  -1.089  -1.042  -1.311  0.12
H  3.826  -3.060  -0.452  0.12
C  6.300  -6.436  -4.024  -0.09
H  6.431  -3.493  -5.732  0.12
C  -5.460  -5.110  -3.593  -0.17
C  -2.411  0.249  2.001  0.02
N  -3.250  3.643  6.591  0.05
O  2.179  0.906  -2.779  -0.31
H  -0.169  3.077  1.358  0.14
H  -3.125  0.801  4.960  0.09
H  -7.907  -4.309  -4.432  0.11
H  -5.113  -3.063  0.882  0.09
H  -3.768  3.626  9.936  0.10
C  -3.073  -1.857  0.359  -0.02
H  -1.730  1.148  2.307  0.08
S  0.508  0.969  -2.585  0.87
C  1.868  4.013  1.432  -0.23
H  -6.848  -6.611  -2.904  0.12
C  3.817  -2.764  0.682  -0.21
O  -0.016  2.166  -3.424  -0.33
C  6.109  -4.241  -5.015  -0.02
C  2.742  -1.501  0.938  -0.15
O  8.497  9.744  4.257  -0.39
C  -7.086  -4.119  -5.118  -0.17
H  -7.495  -2.023  -5.432  0.12
C  -3.768  -0.027  2.935  -0.17
H  4.862  -2.329  1.062  0.13
H  0.797  4.581  2.998  0.11
H  3.793  -4.652  -2.563  0.10
C  5.482  2.743  -2.084  -0.21
O  -6.016  -5.051  -4.916  -0.13
H  -5.824  -2.506  -5.800  0.12
H  -5.411  -0.404  -4.162  0.09
H  -3.648  2.175  -1.724  0.16
H  5.110  0.563  -1.702  0.11
C  -6.410  -5.682  -2.534  -0.18
H  -4.260  2.042  4.005  0.08
O  5.684  0.160  1.458  0.01
C  -6.658  -2.649  -5.106  -0.19
C  -1.431  1.964  -0.850  -0.12
H  -7.474  -4.338  -6.120  0.13
H  1.573  8.464  1.275  0.02
C  -1.909  3.474  6.612  -0.16
O  -2.769  0.449  -2.607  -0.06
H  -2.854  -2.582  -0.565  0.09
H  4.295  -5.921  1.865  0.11
C  5.056  -3.959  -4.153  -0.29
C  6.738  -5.484  -4.946  -0.08
C  -1.993  -0.610  0.678  -0.12
H  -0.092  3.211  7.733  0.11
C  0.803  3.067  0.659  -0.13
C  4.544  -4.908  1.326  -0.11
C  2.955  1.614  -1.770  -0.66
C  -0.115  0.948  -0.778  -0.25
H  1.884  -1.019  -1.078  0.13
C  4.615  -4.898  -3.227  -0.03
H  7.568  -5.711  -5.611  0.11
H  -8.648  -5.793  -0.932  0.09
O  -7.423  -4.725  -2.207  -0.21
C  -2.677  1.478  -1.775  -0.11
H  -4.601  -5.785  -3.669  0.12
H  5.453  3.470  -3.030  0.08
C  -3.873  3.691  7.788  -0.15
H  -9.435  -4.536  -1.916  0.09
O  7.287  9.355  2.212  -0.39
C  2.741  -0.567  -0.377  -0.10
O  1.117  5.077  2.176  -0.13
H  -4.849  -1.283  -2.716  0.07
O  0.031  -0.279  -3.430  -0.49
C  -5.167  -1.390  -3.755  -0.12
H  -4.950  3.825  7.744  0.10
H  -5.852  -5.887  -1.616  0.12
H  -4.962  0.392  4.829  0.08
H  -8.953  -6.057  -2.680  0.08
O  6.275  8.820  4.330  -0.41
Na  0.565  -1.567  -4.865  0.47
C  -1.167  3.348  7.775  -0.07
H  -1.288  3.309  9.925  0.11
O  6.602  11.120  3.699  -0.40
C  1.443  1.048  2.697  -0.16
H  -1.432  3.441  5.637  0.10
N  2.124  1.441  3.756  0.15
H  4.618  -5.004  0.157  0.08
C  -4.808  -1.242  2.544  -0.03
H  0.500  3.797  -0.240  0.12